C23H41N3O4P2Sn | wB97M-V/def2-TZVPD

Output
ΔE to the lowest compared entry with this formula, charge and spin: 0.0 kcal/mol
DFT total energy: -2262.8525 Ha
Charge: 0
Lowest unoccupied orbital energy (alpha / beta): -0.05 / -0.06 eV
Gap between HOMO and LUMO (alpha / beta): 5.320 / 5.446 eV
HOMO (alpha / beta): -5.367 / -5.505 eV

Geometry (Å):
Sn (-0.62582, 0.80844, -1.13402)
P (-3.19625, 0.66057, -0.48197)
P (3.41822, -0.16979, -1.47379)
N (-0.42932, -0.97990, -2.11385)
H (-1.85038, 1.28290, -0.58298)
C (-4.37315, 1.28658, -1.70497)
H (-5.38016, 1.51615, -1.32375)
H (-4.51501, 0.59191, -2.53905)
H (-3.98370, 2.20808, -2.15211)
C (-3.54927, 1.62590, 1.01350)
H (-4.61937, 1.80363, 1.19828)
H (-3.05051, 2.59550, 0.91033)
H (-3.14379, 1.15093, 1.91111)
C (-3.79984, -1.00932, -0.09196)
H (-4.83179, -1.06119, 0.30237)
H (-3.13698, -1.46930, 0.65017)
H (-3.75722, -1.65701, -0.97664)
C (2.84180, 0.46388, -3.03663)
H (3.52274, 0.05045, -3.81236)
H (2.83652, 1.57450, -3.03074)
H (1.84620, 0.03635, -3.24088)
C (5.17416, 0.01068, -1.24371)
H (5.68916, -0.64384, -1.95476)
H (5.44126, -0.29021, -0.21131)
H (5.46613, 1.05589, -1.45204)
C (2.79056, -1.79356, -1.11751)
H (3.39002, -2.49214, -1.73797)
H (1.74544, -1.85441, -1.45654)
H (2.88195, -2.05793, -0.04715)
C (-0.87305, -2.25501, -2.19104)
C (-1.71066, -4.15065, -3.49619)
C (-1.30460, -2.87507, -3.43915)
C (-0.80606, -3.15743, -1.01930)
C (-1.18133, -4.44799, -1.10039)
C (-1.67714, -5.00621, -2.32214)
H (-2.13409, -4.57160, -4.42865)
H (-1.34984, -2.15627, -4.32413)
H (-0.53277, -2.63895, -0.05591)
H (-1.15461, -5.06557, -0.15317)
H (-1.95408, -6.03575, -2.39943)
C (0.30626, 3.38541, -2.02334)
O (0.72761, 2.11646, -2.04497)
C (-0.75653, 3.74688, -3.01135)
H (-1.02198, 4.79083, -2.80080)
H (-1.60204, 3.10144, -3.34288)
H (0.00094, 3.83260, -3.83945)
C (0.47853, 4.01446, -0.70089)
H (1.57024, 4.19418, -0.85047)
H (0.37870, 3.54282, 0.28618)
H (0.01837, 4.99334, -0.77739)
C (2.34409, -1.71016, 2.96035)
C (1.16020, -1.14140, 3.71205)
C (0.52541, 0.13972, 3.07553)
C (-0.73119, 0.57349, 3.88062)
C (-0.50453, 0.75883, 5.37347)
C (1.51246, 1.25275, 3.03227)
O (1.63746, 2.23632, 3.88055)
N (2.35040, 1.20944, 1.89406)
C (1.95225, 0.81037, 0.72071)
O (2.85959, 0.86825, -0.26660)
N (0.66211, 0.39286, 0.54710)
C (0.02783, -0.21799, 1.64919)
O (-0.87908, -0.96952, 1.45327)
H (2.04643, -2.08030, 1.96785)
H (2.73283, -2.56522, 3.52764)
H (3.15672, -0.97447, 2.86580)
H (0.35746, -1.90021, 3.79104)
H (1.43799, -0.86424, 4.74280)
H (-1.08071, 1.51390, 3.42597)
H (-1.52291, -0.17435, 3.69939)
H (0.34782, 1.41091, 5.56754)
H (-1.41284, 1.22821, 5.78102)
H (-0.36774, -0.21156, 5.86816)
H (3.16448, 1.81271, 1.81603)